Entry 1:
The following is a DFT calculation (ωB97M-V with the def2-TZVPD basis set) of a 2-piece molecular cluster, C3H8O3Si overall.

Last column: natural (NBO) charge in e.
CARTESIAN COORDINATES (ANGSTROEM)
Si: 1.171 0.940 0.899  2.17
O: 2.356 -0.132 0.505  -1.12
O: 1.749 2.303 0.328  -1.13
O: 0.595 0.877 2.412  -1.12
C: -1.132 0.137 -0.577  -0.43
C: -1.637 -1.239 -0.309  -0.46
C: -0.832 -0.936 -1.547  -0.45
H: -1.264 -1.071 -2.414  0.20
H: 0.262 -1.168 -1.454  0.19
H: -2.781 -1.322 -0.382  0.20
H: 1.390 2.683 -0.484  0.53
H: 1.140 0.988 3.229  0.52
H: 2.164 -0.977 0.109  0.51
H: -1.848 0.878 -0.665  0.18
H: -1.333 -1.962 0.352  0.21

Forces on the atoms, in the same order (eV/Å):
Si -2.8 -2.6 -2.1
O -0.1 0.3 0.5
O 0.2 1.8 -0.3
O 0.9 0.3 1.2
C 3.3 -0.3 2.6
C -2.6 1.0 -1.3
C 3.1 0.3 4.3
H -1.9 -0.3 -4.5
H -1.3 -0.4 -0.6
H 1.7 0.1 -0.4
H 0.1 -0.2 0.4
H -0.6 -0.1 -1.2
H -0.2 -0.3 0.1
H -1.1 1.5 -0.4
H 1.3 -1.1 1.8

Values from the calculation:
Relative energy (zero: lowest compared OMol25 entry of this formula, charge and spin), kcal/mol: 82.9
Total charge: 0
Orbital gap, hartree: 0.2986


Entry 2:
The following is a DFT calculation (ωB97M-V with the def2-TZVPD basis set) of C7H10 in the gas phase.

Last column: natural (NBO) charge in e.
CARTESIAN COORDINATES (ANGSTROEM)
C: -1.064 0.155 0.565  -0.27
C: -0.527 -0.446 -1.644  -0.19
C: -0.078 0.983 -1.521  -0.45
C: -0.047 1.177 0.008  -0.20
C: -1.164 -0.845 -0.543  -0.20
C: 1.318 -0.933 1.286  -0.62
C: 0.323 0.213 1.134  -0.21
H: 1.700 -1.331 0.342  0.22
H: -0.231 -1.092 -2.463  0.21
H: 0.767 1.234 -2.181  0.22
H: -1.582 -1.833 -0.397  0.21
H: -1.923 0.329 1.218  0.22
H: 2.175 -0.575 1.867  0.21
H: 0.897 -1.780 1.850  0.21
H: 0.028 2.219 0.299  0.22
H: -0.884 1.671 -1.836  0.22
H: 0.291 0.854 2.015  0.21

Forces on the atoms, in the same order (eV/Å):
C 0.0 -0.1 0.0
C -0.1 -0.2 0.1
C 0.1 -0.1 0.3
C 0.1 0.2 -0.4
C 0.2 -0.1 -0.1
C 0.0 0.1 -0.1
C 0.2 0.2 0.0
H -0.1 0.1 0.0
H -0.4 0.1 -0.1
H 0.2 -0.1 0.7
H 0.0 0.0 0.0
H 0.3 0.2 -0.3
H -0.1 -0.1 -0.2
H -0.1 0.3 -0.2
H -0.5 -0.1 0.2
H 0.2 -0.3 -0.2
H 0.2 -0.3 0.1

Values from the calculation:
SMILES string: C[C@@H]1[C@@H]2C=CC[C@H]12
Relative energy (zero: lowest compared OMol25 entry of this formula, charge and spin), kcal/mol: 41.3
Total charge: 0
Orbital gap, hartree: 0.3651


Entry 3:
The following is a DFT calculation (ωB97M-V with the def2-TZVPD basis set) of a 2-piece molecular cluster, CH5S2 overall.

Last column: natural (NBO) charge in e.
CARTESIAN COORDINATES (ANGSTROEM)
S: -0.155 1.473 1.961  -1.02
S: 1.172 -0.922 -0.069  -0.22
C: -0.244 -0.638 -1.332  -0.68
H: 1.070 0.045 0.858  0.20
H: -0.320 0.384 -1.515  0.21
H: 0.092 -1.002 -2.268  0.20
H: -0.492 1.757 3.193  0.09
H: -1.121 -1.098 -0.828  0.22

Forces on the atoms, in the same order (eV/Å):
S 0.0 0.1 -0.8
S 0.0 -0.9 -1.7
C 0.8 -0.9 2.9
H -0.7 0.4 0.1
H -0.6 1.8 0.3
H 0.1 -1.2 -0.7
H -0.2 0.2 0.9
H 0.4 0.4 -1.1

Values from the calculation:
Relative energy (zero: lowest compared OMol25 entry of this formula, charge and spin), kcal/mol: 12.7
Total charge: -1
Orbital gap, hartree: 0.2389


Entry 4:
The following is a DFT calculation (ωB97M-V with the def2-TZVPD basis set) of C4H10F2LiNO6S2 as an isolated structure.

Last column: Löwdin spin population.
CARTESIAN COORDINATES (ANGSTROEM)
S: 1.391 -0.697 2.711  0.22
S: 1.083 -2.349 1.076  0.13
F: 2.034 0.783 2.693  0.01
F: 1.376 -2.720 -0.395  0.01
O: 0.345 0.023 -1.734  0.01
O: -0.381 -2.384 0.923  0.06
O: -0.029 -0.371 2.984  0.11
O: 1.799 -3.471 1.653  0.08
O: -0.865 1.390 0.325  0.00
O: 2.385 -1.263 3.648  0.10
N: 1.772 -0.946 1.026  0.18
C: -1.752 0.649 -0.484  0.00
C: -1.477 2.228 1.254  0.00
C: -1.048 0.398 -1.889  0.00
C: 0.987 -0.204 -2.954  0.01
Li: 0.934 0.535 -0.013  0.05
H: 0.629 -1.082 -3.490  0.00
H: -2.150 2.940 0.776  0.00
H: -1.534 -0.469 -2.335  0.00
H: -0.637 2.801 1.646  0.00
H: -2.078 1.817 2.065  0.00
H: 2.031 -0.422 -2.727  0.00
H: 1.101 0.681 -3.580  0.00
H: -2.685 1.197 -0.618  0.00
H: -1.213 1.209 -2.598  0.00
H: -2.019 -0.272 0.035  0.00

Forces on the atoms, in the same order (eV/Å):
S 0.0 -3.1 -0.1
S -2.2 -2.7 1.6
F 0.0 1.6 -0.5
F 1.1 -0.1 -3.6
O -1.4 1.2 0.1
O 0.3 0.2 0.7
O 1.5 0.8 0.3
O -0.2 0.2 0.6
O 0.1 -0.4 -0.6
O -1.3 0.8 -0.4
N 0.6 2.9 0.9
C 0.8 -0.5 -1.0
C 0.3 1.4 0.5
C -0.7 -1.2 1.1
C 1.6 -0.3 -0.1
Li 0.1 -0.5 0.7
H -0.5 0.2 0.0
H -0.1 0.2 -0.5
H -0.2 -0.1 0.0
H -0.3 0.0 0.5
H 0.5 -0.9 0.0
H 0.0 -0.3 0.4
H -0.8 0.2 -0.2
H 0.0 0.3 -0.4
H 0.5 0.5 0.2
H 0.3 -0.3 -0.2

Values from the calculation:
Spin multiplicity: 2
Total charge: -1
Orbital gap (alpha / beta), hartree: 0.1073 / 0.2509


Entry 5:
The following is a DFT calculation (ωB97M-V with the def2-TZVPD basis set) of C14H24BrFN3O5PPd as an isolated structure.

Last column: Löwdin spin population.
CARTESIAN COORDINATES (ANGSTROEM)
Pd: -0.241 3.330 -0.505  1.80
Br: -2.289 4.551 -0.853  0.45
P: -0.351 0.163 0.120  0.02
F: 0.651 3.787 1.025  0.34
O: 1.641 2.953 4.022  0.00
O: 0.902 3.382 -2.358  0.40
O: 2.813 1.056 4.663  0.00
O: -0.829 1.596 0.301  0.16
O: 2.758 2.072 -2.689  0.27
N: -0.290 -0.175 -1.472  0.02
N: -1.425 -0.876 0.806  0.02
N: 1.006 -0.092 0.954  0.00
C: -1.749 -0.740 2.264  0.00
C: 3.068 -1.151 1.477  0.00
C: 0.598 -1.186 -2.079  0.00
C: -3.853 -0.978 1.099  0.00
C: -3.107 -1.435 2.343  0.00
C: -1.084 0.485 -2.484  0.02
C: -0.172 -1.606 -3.310  0.00
C: -0.729 -0.289 -3.798  0.01
C: -2.687 -1.164 0.039  0.00
C: 2.224 1.983 4.311  0.00
C: 1.617 2.295 -2.448  0.46
C: 1.557 -1.380 1.358  0.00
C: 2.091 0.884 0.726  0.01
C: 3.367 0.029 0.565  0.00
H: 1.802 1.464 -0.197  0.01
H: 0.457 -2.054 -4.075  0.00
H: -1.737 0.339 2.557  0.00
H: -4.749 -1.615 0.862  0.00
H: -2.956 -2.537 2.351  0.00
H: -1.043 -2.226 -2.978  0.00
H: -2.188 0.564 -2.272  0.00
H: -0.726 1.505 -2.674  0.01
H: 2.160 1.517 1.556  0.00
H: 3.327 -0.859 2.504  0.00
H: -4.185 0.060 1.324  0.00
H: -1.007 -1.177 2.887  0.00
H: 4.309 0.513 0.841  0.00
H: -1.507 -0.310 -4.477  0.00
H: -3.757 -1.123 3.218  0.00
H: -2.765 -0.508 -0.817  0.00
H: 0.699 -2.011 -1.391  0.00
H: 1.322 -2.192 0.651  0.00
H: 1.603 -0.768 -2.336  0.00
H: 3.445 -0.359 -0.467  0.00
H: -2.715 -2.245 -0.274  0.00
H: 0.049 0.311 -4.311  0.00
H: 3.602 -2.064 1.148  0.00
H: 1.072 -1.720 2.295  0.00

Forces on the atoms, in the same order (eV/Å):
Pd -0.5 0.4 -3.0
Br -0.1 0.0 -0.1
P -1.2 -0.3 0.2
F 1.5 0.9 2.1
O 0.5 -1.1 0.1
O 0.1 -0.4 0.7
O 0.4 -0.8 -0.1
O -0.4 -0.8 -0.1
O 0.3 0.2 -0.3
N 0.5 -0.3 0.1
N -0.6 -0.3 0.1
N 0.7 0.1 -0.3
C -0.6 1.1 -0.7
C 0.1 -0.5 0.2
C 0.4 0.2 0.2
C 0.6 -0.5 -0.6
C -1.1 0.1 1.5
C -0.6 0.9 -1.4
C -0.8 0.0 0.0
C 1.6 1.4 1.4
C -0.8 -0.4 1.0
C -0.9 1.9 0.0
C -0.7 0.2 0.4
C -0.5 -1.0 0.5
C 0.1 -0.5 -2.1
C -0.6 -0.3 -0.6
H 0.8 -0.3 1.0
H -0.1 -0.5 0.2
H -0.5 -0.6 -0.3
H 0.9 0.7 0.2
H -0.1 0.6 0.1
H 0.9 0.0 -0.5
H 1.1 -0.4 -0.1
H -0.3 0.0 0.4
H 0.1 1.2 1.1
H 0.0 -0.4 -0.2
H 0.3 -0.5 -0.8
H 0.7 -0.8 0.4
H -0.3 0.2 -0.2
H -1.9 -0.4 -1.2
H 1.2 -0.6 -0.5
H -0.2 -0.1 -0.1
H 0.3 -0.3 0.2
H 0.1 0.4 -0.1
H -0.7 -0.2 0.2
H 0.0 0.5 0.3
H 0.2 1.0 0.1
H -0.1 -0.4 0.3
H -0.1 0.5 0.5
H 0.5 0.3 -0.2

Values from the calculation:
Spin multiplicity: 5
Total charge: 0
Orbital gap (alpha / beta), hartree: 0.2843 / 0.2537


Entry 6:
The following is a DFT calculation (ωB97M-V with the def2-TZVPD basis set) of C16H14ClIrN3O2S5Sb as an isolated structure.

Last column: Löwdin spin population.
CARTESIAN COORDINATES (ANGSTROEM)
Ir: -0.660 1.335 0.718  0.15
Sb: -0.526 2.908 3.715  0.22
Cl: 2.957 0.444 6.962  0.00
S: -2.145 4.449 4.141  0.31
S: -0.916 -0.177 -1.621  0.00
S: -1.695 1.002 2.737  0.14
S: -4.411 1.865 -2.156  0.00
S: 0.166 3.354 1.407  0.14
O: 0.112 0.875 -1.516  0.01
O: -1.167 -0.805 -0.313  0.00
N: 1.515 -4.248 -5.151  0.00
N: -2.471 1.897 -0.499  0.01
N: -2.229 0.312 -2.303  0.00
C: 2.510 1.299 3.073  0.01
C: 2.944 1.325 4.394  0.01
C: -2.870 1.287 -1.599  0.00
C: 1.446 -0.483 4.902  0.00
C: 1.043 -0.513 3.577  0.00
C: -0.820 -1.669 -3.936  0.00
C: 0.937 -3.272 -4.346  0.00
C: 1.142 0.323 1.213  0.01
C: -3.376 2.846 -0.068  0.00
C: -4.479 2.975 -0.827  0.00
C: 1.572 0.366 2.627  0.00
C: 2.406 0.433 5.300  0.00
C: 1.472 -2.990 -3.085  0.00
C: -0.273 -1.394 -2.695  0.00
C: 0.873 -2.055 -2.266  0.00
C: -0.217 -2.606 -4.757  0.00
H: 0.786 -0.650 0.880  0.00
H: 1.806 0.823 0.511  0.00
H: 2.367 -3.506 -2.756  0.00
H: -3.148 3.411 0.825  0.00
H: 1.318 -4.181 -6.135  0.00
H: 1.021 -1.168 5.624  0.00
H: -0.639 -2.823 -5.732  0.00
H: 2.925 2.003 2.362  0.00
H: -1.712 -1.142 -4.248  0.00
H: 2.472 -4.477 -4.944  0.00
H: 3.701 2.030 4.713  0.00
H: 0.289 -1.222 3.263  0.00
H: -5.315 3.640 -0.696  0.00
H: 1.292 -1.823 -1.295  0.00

Forces on the atoms, in the same order (eV/Å):
Ir 0.7 -1.5 -0.3
Sb -0.7 0.2 -0.7
Cl 0.0 0.0 0.0
S 0.2 0.0 0.4
S -0.2 0.1 -0.3
S 0.2 0.4 -0.3
S 0.1 0.0 0.0
S -0.2 -0.3 0.1
O 0.1 0.1 0.4
O 0.3 0.3 0.2
N -0.1 0.0 0.1
N -0.1 0.3 0.4
N -0.2 0.2 0.1
C 0.2 -0.1 0.0
C 0.0 0.1 0.0
C 0.1 0.0 -0.1
C 0.0 0.0 0.0
C 0.1 -0.1 0.0
C 0.0 0.0 0.0
C 0.0 -0.1 0.0
C -1.4 1.1 0.3
C 0.0 0.0 0.0
C -0.1 0.0 -0.1
C 0.3 -0.1 -0.1
C 0.0 0.0 0.0
C 0.0 0.0 0.0
C 0.0 -0.1 -0.1
C 0.0 0.0 0.0
C 0.0 0.0 0.0
H 0.5 -0.3 0.1
H 0.4 -0.3 0.1
H 0.0 0.0 0.0
H 0.0 0.0 0.0
H 0.0 0.0 0.0
H 0.0 0.0 0.0
H 0.0 0.0 0.0
H 0.0 0.0 0.0
H 0.0 0.0 0.0
H 0.0 0.0 0.0
H 0.0 0.0 0.0
H 0.0 0.0 0.0
H 0.0 0.0 0.0
H 0.0 0.0 0.0

Values from the calculation:
Spin multiplicity: 2
Relative energy (zero: lowest compared OMol25 entry of this formula, charge and spin), kcal/mol: 10.6
Total charge: -1
Orbital gap (alpha / beta), hartree: 0.2442 / 0.1811


no.,energy (eV)
1,-17260.488
2,-7419.242
3,-22789.057
4,-45394.175
5,-115142.536
6,-101463.141